The following is a quantum chemistry calculation of a molecular structure, C10H24BrF2NNbO6S at a distorted geometry, from the OMol25 dataset.

Last column: natural (NBO) charge in e.
Element x y z (Å)
C (-3.816, -3.234, -5.033)  -0.438
N (-2.350, -3.128, -5.370)  -0.641
C (-1.499, -3.726, -4.290)  -0.674
Nb (-1.180, -2.374, -2.488)  1.487
Br (-0.652, -0.714, -0.516)  -0.295
C (-0.672, -4.243, -1.285)  -1.112
C (-0.948, -4.149, 0.273)  0.887
O (-1.868, -3.545, 0.834)  -0.557
F (-0.042, -4.895, 1.121)  -0.395
S (1.257, -2.060, -3.248)  1.777
O (1.850, -3.301, -3.859)  -0.923
O (2.014, -1.727, -1.969)  -0.910
F (1.446, -0.722, -4.278)  -0.530
H (-4.398, -2.354, -5.499)  0.196
H (-3.988, -3.163, -3.909)  0.215
H (-4.273, -4.229, -5.388)  0.167
H (-2.198, -3.710, -6.215)  0.342
H (-0.494, -4.067, -4.742)  0.247
H (-2.016, -4.679, -3.904)  0.182
H (-1.575, -0.940, -3.554)  -0.301
H (-2.948, -2.540, -2.020)  -0.271
H (0.431, -4.546, -1.431)  0.281
H (-1.330, -5.104, -1.681)  0.268
C (2.202, 2.018, 0.452)  -0.253
O (1.227, 2.489, 1.368)  -0.557
C (0.671, 1.462, 2.182)  -0.096
C (0.492, 1.939, 3.621)  -0.083
O (1.707, 2.121, 4.354)  -0.545
C (2.555, 3.195, 3.953)  -0.083
C (1.990, 4.592, 4.196)  -0.093
O (0.946, 4.891, 3.276)  -0.543
C (-0.149, 5.563, 3.868)  -0.250
H (1.715, 1.587, -0.426)  0.195
H (2.808, 2.871, 0.139)  0.177
H (2.870, 1.284, 0.914)  0.166
H (1.294, 0.562, 2.172)  0.182
H (-0.309, 1.211, 1.762)  0.190
H (-0.056, 1.159, 4.158)  0.186
H (-0.128, 2.834, 3.677)  0.175
H (2.880, 3.067, 2.920)  0.193
H (3.457, 3.096, 4.565)  0.178
H (2.780, 5.335, 4.041)  0.171
H (1.637, 4.664, 5.235)  0.168
H (-0.430, 5.108, 4.823)  0.164
H (-1.002, 5.477, 3.192)  0.194
H (0.089, 6.623, 4.008)  0.163

Values from the calculation:
F_max = 4.65 eV Å⁻¹
LUMO energy = 0.851 eV
Total charge = -1
Calculated total energy = -112392.7811 eV



The following is a quantum chemistry calculation of 7 unconnected molecules or ions with the total composition C10H24Cl10N2O3 at a distorted geometry, from the OMol25 dataset.

Last column: natural (NBO) charge in e.
Element x y z (Å)
N (-1.048, 0.298, -1.075)  -0.847
H (-0.485, 0.958, -0.558)  0.456
H (-2.008, 0.229, -0.767)  0.463
H (-0.589, -0.581, -0.883)  0.451
H (-1.010, 0.404, -2.078)  0.474
N (-2.936, -0.170, -7.149)  0.721
O (-2.449, -0.326, -6.048)  -0.592
O (-2.303, -0.023, -8.192)  -0.578
O (-4.111, -0.195, -7.408)  -0.550
Cl (3.760, -0.374, -4.050)  -0.076
C (4.522, -1.163, -5.480)  -0.386
C (5.689, -2.117, -5.215)  -0.376
Cl (7.123, -1.271, -4.478)  -0.072
H (4.893, -0.431, -6.197)  0.222
H (3.678, -1.616, -5.999)  0.238
H (5.951, -2.718, -6.086)  0.235
H (5.319, -2.772, -4.427)  0.216
Cl (-0.396, 6.565, 1.047)  -0.046
C (1.341, 6.531, 0.671)  -0.393
C (2.242, 5.849, 1.754)  -0.422
Cl (1.940, 4.170, 2.003)  -0.034
H (1.636, 7.568, 0.512)  0.227
H (1.487, 6.102, -0.320)  0.217
H (2.138, 6.445, 2.660)  0.222
H (3.309, 5.888, 1.536)  0.230
Cl (-5.712, 3.746, 3.708)  -0.058
C (-7.333, 3.301, 3.151)  -0.392
C (-7.274, 2.716, 1.753)  -0.402
Cl (-5.919, 1.660, 1.344)  -0.051
H (-7.901, 4.228, 3.233)  0.238
H (-7.651, 2.519, 3.841)  0.217
H (-7.126, 3.551, 1.068)  0.217
H (-8.225, 2.268, 1.463)  0.230
Cl (3.954, -3.070, 1.564)  -0.087
C (4.807, -3.039, 3.185)  -0.367
C (6.370, -3.020, 3.039)  -0.374
Cl (7.162, -2.413, 4.553)  -0.075
H (4.447, -3.815, 3.860)  0.222
H (4.390, -2.148, 3.653)  0.219
H (6.740, -2.310, 2.300)  0.236
H (6.647, -4.072, 2.968)  0.226
Cl (-2.308, -4.725, 0.771)  -0.047
C (-2.866, -5.292, 2.339)  -0.407
C (-3.572, -4.186, 3.128)  -0.390
Cl (-2.409, -2.899, 3.491)  -0.062
H (-2.077, -5.740, 2.942)  0.224
H (-3.487, -6.164, 2.133)  0.230
H (-3.887, -4.545, 4.108)  0.228
H (-4.463, -3.802, 2.630)  0.225

Values from the calculation:
F_max = 5.40 eV Å⁻¹
LUMO energy = -2.116 eV
Total charge = 0
Calculated total energy = -145099.2217 eV
Energy relative to the best compared isomer or geometry (same formula, charge and spin) = 3.7443 eV



The following is a quantum chemistry calculation of 10 unconnected molecules or ions with the total composition C10H24Cl12N4O8 at a distorted geometry, from the OMol25 dataset.

Last column: natural (NBO) charge in e.
Element x y z (Å)
C (6.825, -1.941, 7.212)  -0.489
N (5.443, -2.183, 7.758)  0.538
O (5.335, -2.128, 8.963)  -0.378
O (4.550, -2.408, 6.976)  -0.377
H (7.443, -2.591, 7.825)  0.241
H (7.145, -0.910, 7.285)  0.239
H (6.815, -2.324, 6.196)  0.221
C (11.447, -6.778, 1.219)  -0.490
N (12.059, -5.938, 2.290)  0.538
O (11.778, -4.760, 2.272)  -0.382
O (12.845, -6.439, 3.061)  -0.386
H (11.405, -6.109, 0.367)  0.239
H (10.456, -7.131, 1.485)  0.249
H (12.120, -7.617, 1.075)  0.230
C (9.247, -1.210, -0.070)  -0.485
N (9.659, -2.002, 1.140)  0.545
O (9.409, -3.190, 1.124)  -0.380
O (10.215, -1.419, 2.050)  -0.391
H (9.560, -0.190, 0.137)  0.236
H (8.159, -1.172, -0.088)  0.245
H (9.667, -1.744, -0.910)  0.238
C (14.007, 1.047, 3.944)  -0.489
N (14.032, 1.283, 2.479)  0.539
O (13.690, 0.384, 1.760)  -0.375
O (14.462, 2.343, 2.097)  -0.379
H (15.034, 0.766, 4.176)  0.241
H (13.367, 0.185, 4.102)  0.226
H (13.731, 1.918, 4.525)  0.236
Cl (9.333, -1.930, 4.795)  -0.050
C (11.046, -2.343, 4.577)  -0.393
Cl (11.500, -3.766, 5.498)  -0.035
H (11.263, -2.485, 3.523)  0.263
H (11.587, -1.478, 4.948)  0.217
Cl (13.262, -1.010, 7.298)  -0.037
C (13.837, -1.942, 8.689)  -0.379
Cl (13.390, -3.669, 8.608)  -0.033
H (14.915, -1.851, 8.737)  0.228
H (13.389, -1.553, 9.595)  0.226
Cl (14.840, -2.691, 3.941)  -0.049
C (14.974, -4.225, 4.832)  -0.392
Cl (16.213, -4.111, 6.074)  -0.025
H (14.015, -4.466, 5.269)  0.234
H (15.227, -4.991, 4.107)  0.227
Cl (10.666, -5.937, 10.206)  -0.030
C (10.222, -5.725, 8.493)  -0.383
Cl (8.511, -5.241, 8.360)  -0.033
H (10.862, -4.946, 8.096)  0.228
H (10.388, -6.643, 7.941)  0.220
Cl (6.166, -3.122, 1.376)  -0.046
C (6.040, -2.434, 3.028)  -0.403
Cl (5.566, -0.751, 2.988)  -0.010
H (5.281, -3.008, 3.551)  0.232
H (6.978, -2.591, 3.548)  0.223
Cl (7.468, -5.061, 4.854)  -0.027
C (8.638, -5.329, 3.564)  -0.415
Cl (7.897, -6.052, 2.144)  -0.016
H (9.015, -4.347, 3.285)  0.237
H (9.483, -5.904, 3.931)  0.219

Values from the calculation:
F_max = 1.27 eV Å⁻¹
LUMO energy = -0.135 eV
Total charge = 0
SMILES = C[N+](=O)[O-].C[N+](=O)[O-].C[N+](=O)[O-].C[N+](=O)[O-].ClCCl.ClCCl.ClCCl.ClCCl.ClCCl.ClCCl
Calculated total energy = -183357.7880 eV
Energy relative to the best compared isomer or geometry (same formula, charge and spin) = 0.3604 eV



The following is a quantum chemistry calculation of a molecular structure, C10H24ClI2LuN2P2 at a distorted geometry, from the OMol25 dataset.

Last column: natural (NBO) charge in e.
Element x y z (Å)
I (-4.815, -3.661, 1.770)  -0.020
I (-3.103, -5.233, 3.174)  0.029
Lu (0.476, -0.445, 0.400)  1.821
P (1.136, -1.999, -1.561)  0.698
C (0.019, -3.380, -1.796)  -0.946
C (0.977, -0.904, -3.026)  -0.924
H (1.267, -1.463, -3.928)  0.269
H (3.084, -3.089, -2.473)  0.265
H (1.612, -0.009, -2.915)  0.268
H (3.525, -1.730, -1.360)  0.280
H (-1.022, -3.027, -1.831)  0.253
H (-0.054, -0.531, -3.135)  0.244
C (2.843, -2.578, -1.530)  -0.932
H (0.273, -3.918, -2.716)  0.269
H (2.965, -3.261, -0.675)  0.261
H (0.097, -4.046, -0.924)  0.262
P (0.424, 0.942, 2.583)  0.696
C (-0.916, 0.507, 3.689)  -0.945
C (1.987, 0.988, 3.485)  -0.931
H (0.898, 2.969, 1.285)  0.264
H (0.098, 3.341, 2.851)  0.271
H (-0.838, 2.712, 1.446)  0.243
C (0.117, 2.651, 1.995)  -0.926
H (2.811, 1.228, 2.795)  0.279
H (1.930, 1.727, 4.297)  0.266
H (-0.961, 1.215, 4.523)  0.269
H (-0.751, -0.516, 4.055)  0.262
H (2.187, -0.018, 3.886)  0.261
H (-1.868, 0.498, 3.138)  0.256
Cl (2.558, 0.705, -0.083)  -0.556
C (0.087, 2.843, -1.554)  -0.696
C (-0.970, 1.844, -1.367)  0.472
N (-0.947, 0.677, -0.692)  -0.748
C (-2.215, 0.058, -0.817)  -0.108
C (-2.975, 0.897, -1.575)  -0.033
N (-2.170, 1.986, -1.891)  -0.471
H (0.304, 2.965, -2.616)  0.270
H (-0.244, 3.809, -1.166)  0.265
H (0.997, 2.523, -1.058)  0.270
H (-2.424, -0.910, -0.344)  0.246
H (-3.991, 0.816, -1.903)  0.267
H (-2.409, 2.815, -2.439)  0.458

Values from the calculation:
F_max = 1.26 eV Å⁻¹
LUMO energy = -6.915 eV
Total charge = +2
Calculated total energy = -94650.8587 eV
Energy relative to the best compared isomer or geometry (same formula, charge and spin) = 0.7226 eV



The following is a quantum chemistry calculation of a molecular structure, C10H24ClINOOsP2 at a distorted geometry, from the OMol25 dataset.

Last column: Löwdin spin population.
Element x y z (Å)
C (0.004, 0.643, -5.640)  0.001
C (0.006, 0.867, -4.132)  0.006
H (0.011, 1.568, -6.244)  0.000
H (-0.870, 0.079, -5.988)  0.000
H (0.873, 0.069, -5.986)  0.000
O (0.013, 1.902, -3.502)  0.010
I (-0.010, -1.058, -2.950)  0.098
Os (-0.007, -0.917, -0.143)  2.429
P (1.983, -0.099, 0.265)  0.214
C (2.408, 1.284, 1.424)  0.031
C (2.890, -1.523, 1.036)  0.080
H (3.663, -1.790, 0.282)  0.003
H (4.016, 0.491, -0.892)  0.008
H (2.194, -2.378, 1.211)  0.004
H (2.876, -0.394, -1.964)  0.001
H (1.899, 1.203, 2.404)  0.001
H (3.360, -1.192, 1.988)  0.009
C (2.958, 0.358, -1.174)  0.056
H (3.496, 1.276, 1.635)  0.005
H (2.565, 1.299, -1.572)  0.000
H (2.138, 2.253, 0.966)  0.000
P (-1.985, -0.070, 0.265)  0.214
C (-2.387, 1.322, 1.423)  0.031
C (-2.955, 0.399, -1.172)  0.056
H (-2.227, -2.343, 1.219)  0.004
H (-3.687, -1.738, 0.288)  0.003
H (-3.376, -1.138, 1.992)  0.009
C (-2.911, -1.479, 1.041)  0.080
H (-2.883, -0.355, -1.962)  0.001
H (-4.011, 0.546, -0.890)  0.008
H (-3.475, 1.331, 1.634)  0.005
H (-2.103, 2.286, 0.962)  0.000
H (-2.550, 1.334, -1.572)  0.000
H (-1.879, 1.235, 2.403)  0.001
Cl (-0.026, -3.330, -0.960)  0.531
C (-0.001, -0.205, 4.521)  0.009
C (-0.004, -0.505, 3.106)  0.053
N (-0.006, -0.730, 1.961)  0.031
H (-0.923, 0.347, 4.849)  0.002
H (0.919, 0.352, 4.845)  0.002
H (0.003, -1.203, 5.021)  0.003

Values from the calculation:
F_max = 6.59 eV Å⁻¹
LUMO energy (alpha / beta) = -11.867 / -14.035 eV
Total charge = +3
2S+1 = 5
Calculated total energy = -55933.1014 eV
Expectation value of S² = 6.0227



The following is a quantum chemistry calculation of a molecular structure, C10H24IMnO3P2 at a distorted geometry, from the OMol25 dataset.

Last column: Löwdin spin population.
Element x y z (Å)
C (-1.309, -4.131, 0.111)  0.002
C (-0.218, -3.277, 0.496)  0.006
H (-1.128, -5.187, 0.392)  0.000
H (-1.452, -4.055, -0.977)  0.000
H (-2.230, -3.771, 0.606)  0.000
O (0.837, -3.133, 0.983)  0.006
I (-2.547, 0.736, -1.388)  0.099
Mn (-0.416, 0.133, -0.233)  2.511
P (-1.131, 0.664, 1.956)  0.022
C (0.131, 1.140, 3.182)  -0.006
C (-2.292, 2.086, 1.966)  0.010
H (-2.585, 2.355, 2.992)  0.000
H (-2.340, -0.461, 3.750)  0.001
H (-3.180, 1.831, 1.374)  0.005
H (-2.901, -0.973, 2.118)  0.000
H (0.672, 2.026, 2.817)  0.000
H (-1.794, 2.939, 1.486)  -0.001
C (-2.019, -0.724, 2.729)  0.006
H (-0.337, 1.368, 4.154)  -0.001
H (-1.359, -1.603, 2.776)  0.000
H (0.854, 0.319, 3.297)  0.000
P (0.901, -0.090, -2.178)  0.021
C (2.697, 0.186, -2.036)  -0.006
C (0.747, -1.752, -2.903)  0.006
H (-0.656, 0.898, -3.760)  0.005
H (1.034, 1.018, -4.371)  0.000
H (0.447, 2.110, -3.069)  -0.001
C (0.388, 1.094, -3.484)  0.010
H (-0.308, -1.935, -3.162)  0.000
H (1.369, -1.845, -3.807)  0.001
H (3.190, 0.063, -3.014)  -0.001
H (3.118, -0.526, -1.312)  0.000
H (1.067, -2.505, -2.168)  0.000
H (2.877, 1.204, -1.660)  0.000
C (1.092, -0.458, 0.620)  -0.042
O (2.141, -0.486, 1.150)  -0.035
C (1.366, 2.966, 0.128)  0.036
O (0.455, 1.957, -0.124)  0.309
H (2.334, 2.808, -0.398)  0.009
H (1.565, 3.097, 1.214)  0.010
H (0.922, 3.912, -0.254)  0.013

Values from the calculation:
F_max = 7.51 eV Å⁻¹
LUMO energy (alpha / beta) = -13.732 / -13.498 eV
Total charge = +3
2S+1 = 4
Calculated total energy = -74867.7690 eV
Expectation value of S² = 3.9055